DFT (ωB97M-V/def2-TZVPD) results for a molecular structure, C3H8CsFO3S.

Geometry (Å):
1 C 1.305 0.812 0.812
2 C -0.571 0.327 -1.687
3 Cs -2.337 -2.647 6.686
4 H -1.405 0.185 -1.000
5 H 0.483 1.514 0.666
6 H -0.205 1.354 -1.726
7 H 1.711 0.672 1.814
8 H -0.580 -0.002 -3.940
9 H 2.122 1.227 0.222
10 O 0.517 -0.493 -1.437
11 C -1.211 0.021 -3.052
12 S 0.965 -0.894 0.111
13 F 0.760 1.075 7.900
14 O 2.265 -1.545 0.067
15 H -1.627 -0.985 -3.008
16 O -0.185 -1.355 0.837
17 H -2.008 0.734 -3.264

* energy above the lowest of the compared OMol25 structures with the same formula, charge and spin: 0.000 eV
* strongest force on any atom: 3.59 eV Å⁻¹
* gap between HOMO and LUMO: 4.32 eV
* E_HOMO: -5.9 eV
* lowest unoccupied orbital energy: -1.59 eV

These are the Löwdin partial charges, in e, on atoms 1 to 2: -0.098 -0.321

DFT (ωB97M-V/def2-TZVPD) results for a molecular structure, C3H8ErO2.

Geometry (Å):
1 C -1.645 -1.270 -0.632
2 H -1.725 1.313 0.818
3 O 4.082 -1.180 0.414
4 H -1.180 -1.116 -1.623
5 H 4.226 -1.917 1.006
6 C -0.981 0.888 0.123
7 H -2.713 -1.002 -0.716
8 C 0.397 1.504 0.321
9 H 0.550 2.261 -0.471
10 O -1.013 -0.521 0.368
11 H 0.415 2.047 1.284
12 H -1.558 -2.332 -0.372
13 H -1.350 1.077 -0.901
14 Er 2.494 0.248 0.381

* total charge: +1
* strongest force on any atom: 3.18 eV Å⁻¹
* gap between HOMO and LUMO (spin up / spin down): 6.61 / 6.76 eV
* multiplicity: 4
* E_HOMO (spin up / spin down): -13.0 / -13.0 eV
* lowest unoccupied orbital energy (spin up / spin down): -6.43 / -6.28 eV
* ⟨S²⟩: 3.753

These are the Löwdin partial charges, in e, on atoms 1 to 2: -0.127 0.128

DFT (ωB97M-V/def2-TZVPD) results for 2 unconnected molecules or ions with the total composition C3H8F2N.

Geometry (Å):
1 H -2.472 -0.978 1.080
2 C -0.928 0.405 -0.839
3 N 0.222 0.218 -0.256
4 H 2.200 -0.586 -0.960
5 F -1.798 -1.352 0.617
6 H 0.568 -1.317 -1.388
7 C 0.686 1.135 0.778
8 H 0.077 0.880 1.705
9 H 1.817 0.894 0.905
10 H -1.459 -0.167 -1.565
11 H 0.501 2.112 0.580
12 F -1.762 1.277 -0.250
13 H 1.258 -1.635 0.160
14 C 1.089 -0.886 -0.567

* energy above the lowest of the compared OMol25 structures with the same formula, charge and spin: 0.079 eV
* total charge: +1
* strongest force on any atom: 4.74 eV Å⁻¹
* gap between HOMO and LUMO: 11.56 eV
* E_HOMO: -16.6 eV
* lowest unoccupied orbital energy: -5.00 eV

These are the Löwdin partial charges, in e, on atoms 1 to 2: 0.090 -0.011